Entry 1:
The following is a quantum chemistry calculation of a molecular structure, C43H55LuN6O3S5Si at a distorted geometry, from the Open Molecules 2025 dataset.

Net charge: -2
Multiplicity: 1
HOMO energy in eV: -1.66

Structure (XYZ):
```
114
Properties=species:S:1:pos:R:3:mulliken_charge:R:1
C 4.27186 -1.13849 -3.18533 -0.379
C 2.26922 -5.44398 3.46703 -0.555
C 1.23062 1.28302 3.06183 -1.095
H 0.82784 -7.03214 3.28546 0.359
C -0.15437 3.37120 -0.46346 1.104
H 3.27250 0.90457 0.80350 0.285
C 1.84909 0.25553 -5.82102 -0.244
H -0.52256 -2.86046 -7.83425 0.251
H -1.44964 -6.48104 -1.95794 0.278
C -0.36146 -0.18640 -4.99560 0.502
H 1.67776 -6.43256 -1.27681 0.278
C -3.30788 1.01844 -2.86512 -0.769
H -1.63349 4.49892 -1.50328 0.360
Lu 0.25885 -0.38362 -0.07836 1.097
H 2.00766 6.59967 -0.67409 0.339
C -3.02406 -2.50827 -3.73691 -0.523
C -0.38197 -0.49432 3.47376 -0.629
C 0.21104 -3.57631 -1.68142 -0.208
C -0.59453 -1.04152 -6.05644 -0.728
O 2.25287 2.33119 -3.67482 -0.868
N 3.21292 -0.35959 -3.27113 -0.467
H 0.99140 -0.17423 5.09380 0.236
C 0.41670 -1.29531 -6.98068 1.014
C -4.51373 1.83933 -2.43706 -0.092
C 1.15963 3.38602 0.03735 -1.259
H -4.64468 2.95923 -4.28072 0.289
C 0.69270 -4.31750 -4.57815 -0.583
C 1.58713 2.48761 2.19245 -1.614
H -3.90623 -2.16526 -4.28371 0.427
H -6.13107 2.98739 -3.31870 0.432
H -5.17503 1.22185 -1.82067 0.323
H 4.89559 -1.17595 -4.07563 0.443
C 1.63145 -0.61907 -6.87018 -0.973
H -2.10376 1.18867 2.78722 0.251
Si 0.36645 -4.98176 -2.82066 -0.292
H 2.55516 2.87762 2.55112 0.370
C 0.19189 -0.78818 4.70219 -0.427
H 3.52234 -3.70513 3.48175 0.392
H -1.54848 -1.54396 -6.15861 0.413
H 1.58967 -3.69936 -4.57996 0.289
C -1.23248 -2.69526 4.97514 -0.631
N 1.64824 2.22169 0.74690 2.025
N 1.33426 0.50933 -2.15817 -0.256
C 3.71849 -1.72790 -0.98752 -0.263
H 3.86504 -2.24155 -0.04336 0.334
S -1.23035 2.03909 -0.22484 -0.205
H -4.16863 2.66503 -1.81448 0.281
H 5.45844 -2.51648 -2.00976 0.413
C 0.19131 -5.22364 2.30211 -1.320
H -2.69739 -3.45477 -4.16606 0.491
S 2.15175 -1.71306 1.99100 -0.404
H -0.99309 -6.97521 -3.58594 0.336
H -1.13735 1.94308 4.08815 0.305
S -2.74150 -0.00306 -1.44779 0.025
H 2.75190 -5.58930 -2.37514 0.274
N -0.06901 0.70466 2.73149 1.950
H -2.22766 -1.78236 -3.86375 -0.458
H 0.80173 -5.09176 -5.33882 0.417
C -0.21808 -1.88201 5.44974 -0.874
C 1.41445 5.69249 -0.64647 -0.965
H 2.96837 -6.04274 4.04436 0.308
S -2.15630 -1.05449 1.42320 -0.242
H -4.28299 -1.60127 -0.63863 0.500
H -4.80375 -1.06328 -2.25405 0.539
S 1.10223 1.48745 -3.43850 1.776
C -1.17345 -6.11258 -2.94405 -0.974
H -3.98677 -3.51724 -2.08342 0.584
C 1.71218 -3.34388 2.39424 1.181
C 1.91493 4.54730 -0.04673 -0.224
C 2.58691 -4.13716 3.15078 -0.851
H -2.38716 -2.85486 -1.72289 -0.225
H 3.75296 2.60652 0.66191 0.437
C -1.14917 1.65563 3.02208 -1.463
C 1.07092 -6.00260 3.04344 -0.526
H -2.44200 1.63857 -3.09953 0.279
C 1.80580 -6.12361 -2.31286 -1.060
C -1.80200 -2.42780 3.74655 -0.740
C 0.50063 -3.91587 1.98812 -0.237
H -2.03210 -5.57415 -3.34160 0.226
H -2.57730 -3.06669 3.34712 0.365
H -1.06514 2.54236 2.40043 0.395
H 1.03607 -2.62580 -8.37766 0.227
C 3.00565 1.85926 0.34601 -1.659
H -5.69139 1.53926 -4.22761 0.314
H 2.77643 0.79390 -5.70173 0.473
O -0.14998 2.17798 -3.25685 -0.726
H -1.56192 -3.55157 5.55082 0.320
H 1.88274 -7.02157 -2.92598 0.292
C -1.39164 -1.34228 2.96869 0.635
C 0.18469 -2.58551 -0.95920 0.914
H -0.19238 -3.32569 1.40552 0.305
H -1.10053 0.00417 -4.23303 -0.122
H -0.12907 -3.66731 -4.86869 -0.154
C -3.32311 -2.66259 -2.25129 -0.226
H 3.05623 1.76041 -0.73690 0.541
H -0.27063 6.55271 -1.66964 0.359
H 0.84644 3.27181 2.36201 0.572
N 0.19370 -2.18102 -8.04379 -0.651
H 2.40999 -0.80281 -7.60168 0.319
H -0.74650 -5.64274 1.95400 0.454
O -1.43519 -0.55023 -1.88830 0.386
H 0.24609 -2.08101 6.40755 0.348
C -3.95818 -1.41677 -1.66164 -1.265
H 1.97854 0.49587 2.95435 0.204
C -5.29407 2.36660 -3.63798 -1.425
N 2.66558 -0.94275 -1.03515 0.335
C -0.63115 4.52748 -1.09763 -0.715
H 2.91371 4.56615 0.37570 0.287
H 1.25817 1.64559 4.10580 0.536
C 2.41906 -0.26904 -2.18674 0.132
C 4.59456 -1.87092 -2.05612 -1.155
H -3.53411 0.36060 -3.70338 0.414
C 0.85955 0.44507 -4.87491 -1.115
C 0.13406 5.66931 -1.18634 -0.705
```

Entry 2:
The following is a quantum chemistry calculation of a molecular structure, C43H55N4O3PRuS3 at a distorted geometry, from the Open Molecules 2025 dataset.

Net charge: -1
Multiplicity: 2
HOMO energy (spin up / spin down) in eV: -3.00 / -2.91
⟨S²⟩: 0.77

Structure (XYZ):
```
110
Properties=species:S:1:pos:R:3:mulliken_charge:R:1
C 2.04452 3.55815 -2.69281 -0.805
C -0.41146 2.27466 -2.85246 0.273
O 2.50760 -2.75251 -1.98230 -0.382
C -5.68640 -2.38008 -0.27472 -0.761
Ru -1.28815 0.17917 -0.23491 1.340
H 3.58382 -2.48456 4.24816 0.395
C 3.11713 -0.77280 3.04459 -0.289
H -0.44234 0.33510 3.74558 0.398
C -0.60677 -2.90987 -1.83104 0.081
C -0.06446 4.24015 0.72411 -0.795
H 5.00658 -4.94107 -1.42461 0.478
C 0.07586 4.95423 1.90303 -0.852
S 1.44334 -0.63642 -0.24219 0.117
C -1.30702 -5.37743 -0.78912 -0.721
H -4.30195 4.01559 -0.27824 0.575
H 2.62457 -4.68353 -1.51377 0.351
C 3.25620 -0.74193 5.46298 -0.579
H 2.10565 -3.46702 0.57597 0.181
H -5.33633 -1.87914 3.04832 0.420
C -1.46872 -2.94291 -0.73198 0.122
C 0.21607 2.75770 -3.99822 -0.193
H 0.51403 -4.00233 -3.27929 0.371
H 2.44444 2.32668 4.23836 0.341
C 4.94811 0.15849 -1.20978 0.634
C 1.42909 3.42391 -3.93183 -1.090
H -6.43907 -2.60614 -1.02406 0.367
S 2.43016 1.46488 1.52642 -0.233
C 2.78089 0.58904 3.01463 0.006
H -3.21836 2.09569 2.13504 0.331
C 3.34052 -1.42606 4.25544 -0.517
H -2.66860 3.00675 -3.96343 0.406
H 2.87637 1.16680 6.38085 0.352
H -3.00125 3.34902 -1.33311 -0.113
H -4.06888 -2.35298 -1.69624 0.441
H 3.01934 4.02680 -2.61289 0.418
H -2.29601 1.58505 -4.95902 0.397
H -2.71315 1.30070 3.63030 0.452
P 2.57120 -1.15591 -1.86257 -0.243
C 0.15759 2.48464 -1.58851 -0.854
H 4.06439 1.50768 -2.64881 0.422
N -1.62352 1.52184 -2.92630 1.339
C -4.36002 -2.23484 -0.65645 0.153
H 1.90013 3.79860 -4.83389 0.359
H -0.32181 -1.96211 -2.26116 -0.185
H -2.96699 -1.69430 2.34219 0.607
H 4.61499 -3.98357 -2.86999 0.388
H -1.58428 -6.33495 -0.36058 0.369
C -1.80854 -4.21234 -0.22634 -0.140
H -3.54802 1.48344 -3.71314 0.203
H -3.38328 0.34417 2.29728 -0.049
H -0.80755 2.54148 4.07778 0.322
H 3.17574 -1.31622 2.10847 0.499
H -7.09475 -2.34420 1.36409 0.367
H -0.56067 -0.15272 -2.26343 -1.383
H 0.34452 6.00446 1.85626 0.376
C -0.40673 2.87085 0.72018 -0.935
H 5.26880 -3.18140 -1.43533 0.161
H 4.52393 0.31087 0.89885 0.101
C -5.07434 -1.96564 1.99880 -0.516
C 3.13804 -3.60706 0.24890 -0.681
H -2.47653 -4.27083 0.62394 0.391
C -0.45936 -5.32645 -1.89249 -0.405
N -0.50420 2.07955 -0.40171 2.992
H -0.88681 -0.16837 -3.97799 0.520
C 4.31336 1.47716 -1.58842 -1.191
C -3.35870 -1.92948 0.27413 -0.441
C -5.51742 1.70271 0.19108 -1.379
C -0.13909 4.34353 3.13595 -1.058
H 1.91992 3.16044 -0.59112 0.822
H -5.60002 2.13624 1.19326 0.350
H 3.39967 1.63632 -1.01852 -0.137
H 3.72294 -2.73183 0.54835 -0.209
C -6.05934 -2.23581 1.06258 -0.614
N -1.41338 1.03226 1.96323 2.506
C -3.53450 3.24774 -0.38528 -0.399
H 5.81823 -0.00719 -1.84196 0.169
O 4.10671 -0.99639 -1.47236 0.168
C -4.11214 1.86633 -0.29859 0.600
H 6.15835 0.84077 0.43122 0.467
H 0.00460 4.87925 4.06472 0.423
H 5.01195 2.28802 -1.35555 0.479
C 3.19973 -3.79624 -1.25720 0.695
H -2.23093 -0.48955 -2.83900 0.739
C 2.94293 0.61406 5.44686 -0.508
H -1.23877 -0.91192 2.76762 0.013
H -0.06869 -6.23520 -2.33512 0.421
C -0.65654 0.00369 2.72524 -0.492
H 3.42319 -1.25744 6.40182 0.353
H 0.09442 4.73727 -0.22422 0.538
H 5.77210 -0.89585 0.47630 0.300
C -0.58295 3.03104 3.13438 -0.371
H -5.78949 0.64745 0.21654 0.071
N -2.00187 -1.77436 -0.14384 0.573
H 0.27784 -0.20789 2.22732 -0.452
C -0.12327 -4.08141 -2.40521 -1.103
C -1.32572 0.09610 -3.01060 -0.849
H -6.19983 2.25618 -0.46363 0.447
O -3.47412 0.89989 -0.63370 -0.085
C 4.61527 -3.98240 -1.77763 -1.543
S 2.10453 -0.37972 -3.57148 -0.599
C -2.76003 1.19598 2.54190 -1.504
H 3.55522 -4.49139 0.74244 0.550
C -0.75121 2.32786 1.95256 -0.662
H -2.78372 3.37662 0.39705 -0.100
C -3.74144 -1.83046 1.60500 -0.495
C 1.42101 3.08158 -1.55197 -0.516
C -2.57213 1.92123 -3.94753 -1.408
C 2.70132 1.27139 4.24379 -0.606
C 5.37562 0.09686 0.24153 -1.373
H -0.24091 2.57812 -4.96777 0.320
```